1.
{
  "formula": "C2H6OS",
  "method": "ωB97M-V with the def2-TZVPD basis set",
  "elements": ["O", "C", "C", "S", "H", "H", "H", "H", "H", "H"],
  "positions_angstrom": [[0.72934, -1.07443, 0.11826], [0.69345, 0.28281, -0.38606], [-0.55086, 0.72992, 0.31158], [-1.78128, -0.37605, -0.12611], [0.71022, -1.14691, 1.17897], [0.79423, 0.24020, -1.54772], [1.67071, 0.91497, -0.25841], [-0.52906, 0.29652, 1.35092], [-0.81264, 1.72352, 0.11005], [-0.92411, -1.59054, -0.75148]],
  "forces_ev_per_a": [[2.819, -0.864, 2.250], [2.641, -0.212, -0.408], [1.652, -0.915, 0.814], [-2.678, -4.221, -3.359], [0.228, 0.763, -3.691], [-1.377, -0.339, 1.902], [-1.637, -1.114, 0.941], [1.029, 2.374, -0.227], [-0.611, 1.468, 0.310], [-2.067, 3.060, 1.468]],
  "smiles": "OCCS",
  "spin_multiplicity": 1,
  "homo_ev": -8.41,
  "gap_ev": 9.164
}

2.
{
  "formula": "C2H6OS2",
  "method": "ωB97M-V with the def2-TZVPD basis set",
  "elements": ["C", "C", "O", "H", "H", "H", "H", "S", "S", "H", "H"],
  "positions_angstrom": [[1.65251, -1.32730, -0.73696], [0.88470, -0.21782, -0.44133], [1.37589, 1.02208, 0.00265], [1.15081, -2.09129, -1.29513], [2.72154, -1.29899, -0.42869], [-0.03757, 0.01837, -0.91130], [1.75389, 0.85016, 0.82894], [-2.37982, -0.26443, 1.32653], [-2.93061, 1.64098, 0.61430], [-1.21215, 0.17707, 1.77041], [-2.97919, 1.49117, -0.72941]],
  "forces_ev_per_a": [[-1.000, 3.257, 1.529], [2.604, -0.492, -2.006], [-1.069, -1.009, -1.090], [0.237, -0.568, 0.053], [-0.979, -0.506, -0.393], [-1.095, -0.685, -0.110], [1.319, 0.003, 2.016], [-0.546, 0.692, -0.540], [-0.223, -0.228, 0.198], [0.477, -0.083, 0.064], [0.273, -0.381, 0.280]],
  "smiles": "C=CO.SS",
  "spin_multiplicity": 1,
  "homo_ev": -9.21,
  "gap_ev": 9.412
}

3.
{
  "formula": "C2H6OS2",
  "method": "ωB97M-V with the def2-TZVPD basis set",
  "elements": ["C", "C", "O", "H", "H", "H", "H", "S", "S", "H", "H"],
  "positions_angstrom": [[-2.21645, 1.20600, 0.60604], [-2.61713, 0.24093, -0.18730], [-3.88787, 0.14029, -0.69257], [-1.21662, 1.17156, 1.09565], [-2.99218, 1.93708, 0.87404], [-2.00745, -0.57785, -0.58082], [-3.92275, -0.34035, -1.52097], [5.11378, -1.85538, -0.10331], [5.15103, -0.01298, 0.78139], [4.74330, -1.80226, -1.39879], [3.85233, -0.10704, 1.12664]],
  "forces_ev_per_a": [[0.043, 0.312, 1.022], [0.118, -1.361, -1.533], [-0.440, 0.754, 0.501], [-1.049, 0.206, -0.615], [0.705, -0.087, 0.095], [0.335, 0.315, 0.501], [0.288, -0.139, 0.029], [0.521, -1.279, 0.293], [-0.654, -0.053, -0.543], [-0.055, 0.899, 0.068], [0.188, 0.433, 0.182]],
  "smiles": "C=CO.SS",
  "spin_multiplicity": 1,
  "homo_ev": -9.30,
  "gap_ev": 9.570
}

4.
{
  "formula": "C2H6OS2",
  "method": "ωB97M-V with the def2-TZVPD basis set",
  "elements": ["C", "S", "C", "O", "S", "H", "H", "H", "H", "H", "H"],
  "positions_angstrom": [[-0.47181, -0.29003, -1.45627], [0.87574, 0.29881, -0.40050], [0.49664, -0.21995, 1.24614], [1.79968, 0.09215, 2.11008], [-0.99360, 0.84936, 1.79535], [-1.01290, -1.05869, -0.90421], [-0.04836, -0.68306, -2.46859], [-1.17452, 0.50704, -1.52115], [0.39596, -1.28456, 1.29246], [1.94637, -0.58840, 2.71942], [-0.07480, 1.88555, 1.73100]],
  "forces_ev_per_a": [[0.627, -1.083, -0.244], [1.891, 0.247, -1.051], [1.474, 1.321, 2.104], [-3.118, 1.742, -3.662], [2.193, -0.431, 0.225], [0.172, -0.424, -0.318], [-0.862, 0.834, 1.981], [-0.471, 0.646, -0.710], [-0.753, -0.472, 0.273], [-0.097, -1.848, 1.315], [-1.057, -0.531, 0.087]],
  "smiles": "CS[C@@H](O)S",
  "spin_multiplicity": 1,
  "homo_ev": -8.46,
  "gap_ev": 9.224
}

5.
{
  "formula": "C2H6OS2",
  "method": "ωB97M-V with the def2-TZVPD basis set",
  "elements": ["C", "C", "O", "H", "H", "H", "H", "S", "S", "H", "H"],
  "positions_angstrom": [[-1.09933, 1.36152, -1.29908], [-0.79184, 0.71091, -0.12649], [-1.10247, 1.17891, 1.10304], [-0.57248, 1.11334, -2.17542], [-1.66722, 2.25892, -1.14135], [-0.57170, -0.30400, -0.22037], [-0.28663, 1.41273, 1.70642], [2.33164, -1.34851, 0.18901], [1.26448, -2.75905, 1.26738], [1.73614, -0.13961, 0.42811], [0.75942, -3.48516, 0.26873]],
  "forces_ev_per_a": [[0.557, -0.252, 4.105], [-0.925, 1.778, -2.944], [1.379, 1.056, 2.452], [-0.268, -0.648, -1.192], [0.164, 0.678, -0.546], [1.304, -1.662, 0.315], [-2.290, -0.944, -2.159], [0.366, 0.155, -0.112], [0.133, 0.496, 0.385], [-0.275, -0.830, 0.054], [-0.144, 0.173, -0.358]],
  "smiles": "C=CO.SS",
  "spin_multiplicity": 1,
  "homo_ev": -9.20,
  "gap_ev": 9.362
}

6.
{
  "formula": "C2H6OS2",
  "method": "ωB97M-V with the def2-TZVPD basis set",
  "elements": ["C", "C", "O", "H", "H", "H", "H", "S", "S", "H", "H"],
  "positions_angstrom": [[-2.37535, 0.96163, -2.18262], [-2.59402, 0.44684, -3.36829], [-1.57080, 0.40611, -4.29496], [-3.07798, 1.00424, -1.36449], [-1.43564, 1.45390, -1.96677], [-3.45533, -0.05769, -3.78707], [-1.87054, 0.46907, -5.18437], [4.24055, -1.16363, 4.46736], [3.17993, -1.48524, 6.16146], [5.45969, -1.67761, 4.68902], [3.49950, -0.35761, 6.83073]],
  "forces_ev_per_a": [[0.008, 0.559, 0.821], [0.450, -0.461, -1.416], [0.906, 0.235, 1.283], [-0.329, -0.301, -0.265], [0.140, -0.151, -0.215], [-0.525, 0.154, 0.705], [-0.649, -0.035, -0.912], [-0.027, 0.391, -0.898], [0.102, -0.082, 0.522], [-0.041, -0.181, 0.467], [-0.034, -0.127, -0.091]],
  "smiles": "C=CO.SS",
  "spin_multiplicity": 1,
  "homo_ev": -9.26,
  "gap_ev": 9.712
}

7.
{
  "formula": "C2H6OS2",
  "method": "ωB97M-V with the def2-TZVPD basis set",
  "elements": ["C", "C", "S", "H", "H", "H", "H", "H", "H", "O", "S"],
  "positions_angstrom": [[0.25140, 1.00183, 0.14562], [0.45320, -0.49819, -0.02474], [2.18524, -1.03124, 0.14237], [-0.81208, 1.25466, 0.07522], [0.77930, 1.56138, -0.63253], [0.62433, 1.33761, 1.11616], [0.05726, -0.84292, -0.98432], [-0.07662, -1.04738, 0.75629], [2.67077, -0.30618, -0.88252], [-3.58588, -0.79036, 0.67907], [-2.54694, -0.63921, -0.39062]],
  "forces_ev_per_a": [[0.056, 0.125, 0.056], [0.104, 0.176, -0.070], [-0.041, 0.069, -0.115], [0.206, 0.073, 0.028], [-0.041, -0.081, 0.078], [-0.018, -0.047, -0.096], [0.147, -0.020, 0.075], [0.062, -0.061, 0.027], [-0.084, -0.071, 0.110], [0.779, 0.142, -0.718], [-1.171, -0.304, 0.626]],
  "smiles": "CCS.O=S",
  "spin_multiplicity": 1,
  "homo_ev": -8.81,
  "gap_ev": 6.428
}

8.
{
  "formula": "C2H6OS3",
  "method": "ωB97M-V with the def2-TZVPD basis set",
  "elements": ["C", "C", "O", "S", "S", "S", "H", "H", "H", "H", "H", "H"],
  "positions_angstrom": [[-0.33802, -3.01629, -1.28306], [-3.70000, 0.46580, 0.64245], [-2.10226, 0.20506, -1.45752], [-1.46474, -2.44064, 0.00230], [-0.44136, -0.96933, 0.95922], [-2.02446, 0.73907, -0.13085], [-0.76182, -3.85855, -1.70120], [0.55854, -3.11566, -0.83159], [-0.14242, -2.25058, -2.10832], [-4.49280, 0.38363, -0.06567], [-3.90158, 1.27950, 1.33905], [-3.51984, -0.46510, 1.20213]],
  "forces_ev_per_a": [[-1.296, 3.971, -1.725], [1.871, -0.633, 1.058], [-0.297, -1.076, -2.005], [0.140, 0.025, 0.368], [-1.899, 0.615, -0.794], [0.526, 1.002, 2.306], [-0.636, -2.002, -0.732], [2.913, -1.100, 1.372], [-0.717, -0.814, 1.046], [-0.186, -0.179, -0.791], [0.207, 0.003, 0.001], [-0.625, 0.189, -0.104]],
  "spin_multiplicity": 1,
  "homo_ev": [-8.18, -8.18],
  "gap_ev": [7.263, 7.266]
}

9.
{
  "formula": "C2H6OSSi",
  "method": "ωB97M-V with the def2-TZVPD basis set",
  "elements": ["C", "C", "O", "Si", "S", "H", "H", "H", "H", "H", "H"],
  "positions_angstrom": [[-0.03018, 0.14673, -0.60527], [1.17798, -0.20696, 0.75556], [0.29394, 0.18678, -1.76071], [-1.96432, 0.36147, -0.37907], [2.76262, 0.20629, 0.12645], [1.07921, -1.34434, 0.82357], [0.94135, 0.23601, 1.72056], [-2.16318, 1.65613, 0.47948], [-2.74668, 0.47327, -1.51647], [-2.44604, -0.71501, 0.42836], [3.09529, -1.00037, -0.07247]],
  "forces_ev_per_a": [[-1.632, 0.045, 4.533], [-1.575, -2.094, -1.663], [1.465, -0.060, -3.268], [2.314, 1.549, 2.824], [-0.046, 2.193, 0.666], [0.107, 1.703, 0.039], [-0.441, 0.410, -0.500], [0.075, -0.959, -0.710], [-0.658, 0.090, -1.897], [-0.366, -0.826, 0.539], [0.757, -2.050, -0.565]],
  "spin_multiplicity": 3,
  "homo_ev": [-5.99, -9.65],
  "gap_ev": [6.749, 7.519]
}

10.
{
  "formula": "C2H6OSi",
  "method": "ωB97M-V with the def2-TZVPD basis set",
  "elements": ["C", "C", "O", "Si", "H", "H", "H", "H", "H", "H"],
  "positions_angstrom": [[-1.11876, -1.02252, -0.67292], [-1.52465, 0.19688, -0.50907], [-1.73164, 0.37690, 2.54513], [-1.26409, 0.95256, 1.22221], [-1.27762, -1.59723, -1.54976], [-0.72551, -1.52040, 0.18040], [-1.94493, 0.65676, -1.31704], [0.57301, -1.20035, 1.67789], [1.24661, -1.31577, 2.08997], [-0.26082, 1.94721, 1.24968]],
  "forces_ev_per_a": [[0.190, -1.470, 0.754], [0.273, 1.286, 2.703], [-0.372, -0.100, -0.055], [-0.322, -1.350, -0.860], [0.123, -0.326, -0.851], [0.412, -0.831, 0.308], [-1.158, 1.624, -1.935], [1.550, -0.294, 1.017], [-1.431, 0.268, -0.916], [0.734, 1.192, -0.164]],
  "spin_multiplicity": 1,
  "homo_ev": -10.33,
  "gap_ev": 10.136
}

11.
{
  "formula": "C2H6P2",
  "method": "ωB97M-V with the def2-TZVPD basis set",
  "elements": ["C", "C", "P", "P", "H", "H", "H", "H", "H", "H"],
  "positions_angstrom": [[-0.75698, 0.94606, -0.29735], [-1.34295, -0.51448, -0.21151], [2.64706, -0.52517, 0.46182], [0.92894, 0.77061, 0.18697], [-0.93332, -0.92259, 0.68110], [-1.09789, -1.10966, -1.13295], [-2.44556, -0.62022, -0.21961], [2.62524, -1.79686, 0.08077], [1.65156, 1.98200, 0.52737], [-1.27611, 1.79031, -0.07661]],
  "forces_ev_per_a": [[4.131, -4.678, 0.989], [-0.774, 0.898, -2.203], [-0.201, 3.733, 0.835], [-0.570, 0.405, -0.560], [0.015, -1.024, 0.499], [0.338, 0.426, 0.970], [0.493, 0.657, 0.426], [-1.275, -2.168, -0.932], [-0.816, -0.680, -0.371], [-1.340, 2.432, 0.347]],
  "spin_multiplicity": 1,
  "homo_ev": [-7.55, -7.54],
  "gap_ev": [7.214, 7.216]
}

12.
{
  "formula": "C2H6P2",
  "method": "ωB97M-V with the def2-TZVPD basis set",
  "elements": ["H", "P", "C", "C", "P", "H", "H", "H", "H", "H"],
  "positions_angstrom": [[-2.32906, 0.36897, -1.22501], [-1.36614, 1.30915, -1.18142], [-0.11244, 0.22699, -0.33301], [1.36026, 0.42716, -0.12000], [-0.87809, -1.35068, 0.30092], [1.69099, 1.08661, -0.89389], [1.94415, -0.48390, -0.33163], [1.39590, 0.72092, 1.03065], [-1.62712, -0.76741, 1.30003], [-0.07845, -1.53780, 1.45338]],
  "forces_ev_per_a": [[-1.285, -1.282, 0.317], [4.687, -0.760, 1.478], [-3.448, 0.774, -1.547], [-1.148, -0.120, 1.563], [0.639, 0.259, 0.074], [0.583, 1.274, 0.309], [-0.438, -0.012, 0.612], [0.751, -0.255, -2.512], [-1.253, 0.540, 0.065], [0.910, -0.419, -0.359]],
  "smiles": "[H]/P=C(/C)P",
  "spin_multiplicity": 1,
  "homo_ev": -8.44,
  "gap_ev": 8.147
}

| no. | DFT total energy (a.u.) |
| --- | --- |
| 1 | -553.1107 |
| 2 | -951.3494 |
| 3 | -951.3602 |
| 4 | -951.3529 |
| 5 | -951.3378 |
| 6 | -951.3646 |
| 7 | -951.3095 |
| 8 | -1349.5372 |
| 9 | -842.5221 |
| 10 | -444.4485 |
| 11 | -762.3556 |
| 12 | -762.3962 |